[1]
Entry from the OMol25 dataset: a 23-piece molecular cluster, C33H32Br2Cl67F3O3 overall (ωB97M-V/def2-TZVPD).

The calculation puts the LUMO energy at -0.70 eV. As for the HOMO energy: -0.378 Eh. The total energy is -37782.7424 a.u.

```
! wB97M-V def2-TZVPD RIJCOSX def2/J DEFGRID3
* xyz 0 1
O -5.04 -6.89 -0.87
C -4.00 -6.34 -1.09
O -2.88 -6.97 -1.60
C -1.89 -6.05 -1.84
O -0.82 -6.25 -2.35
C -2.41 -4.71 -1.38
C -1.52 -3.52 -1.54
C -1.59 -2.49 -0.39
C -2.13 -1.12 -0.77
F -2.80 -1.09 -1.94
Br -3.37 -0.44 0.60
C -0.99 -0.05 -0.90
F -0.55 0.27 0.32
F -1.55 1.04 -1.46
Br 0.48 -0.56 -2.05
C -3.65 -4.89 -0.94
C -4.62 -3.89 -0.43
C -5.27 -3.21 -1.67
C -6.17 -2.02 -1.30
Cl -7.70 -2.15 -2.25
H -0.52 -3.91 -1.53
H -1.65 -3.09 -2.53
H -2.11 -2.93 0.45
H -0.57 -2.33 -0.04
H -4.20 -3.18 0.27
H -5.41 -4.42 0.10
H -4.44 -2.91 -2.31
H -5.85 -3.98 -2.16
H -5.69 -1.12 -1.67
H -6.38 -1.96 -0.25
C -2.89 4.12 -0.20
Cl -4.41 3.56 0.49
Cl -3.08 5.69 -0.96
Cl -1.63 4.19 1.05
H -2.58 3.41 -0.95
C -0.53 -7.39 1.99
Cl -1.43 -6.41 0.83
Cl -1.61 -8.50 2.83
Cl 0.77 -8.27 1.19
H -0.09 -6.72 2.73
C 3.53 -2.85 -0.71
Cl 3.05 -1.21 -0.24
Cl 4.39 -3.67 0.60
Cl 2.13 -3.81 -1.19
H 4.20 -2.78 -1.56
C -0.89 -5.75 5.78
Cl 0.63 -5.97 4.91
Cl -2.05 -4.87 4.78
Cl -1.55 -7.30 6.28
H -0.69 -5.16 6.66
C 1.07 6.27 -0.23
Cl 0.73 7.68 0.79
Cl 1.38 6.77 -1.90
Cl 2.42 5.34 0.41
H 0.19 5.64 -0.22
C -2.36 0.63 4.52
Cl -3.84 -0.33 4.43
Cl -1.23 -0.08 5.68
Cl -1.62 0.78 2.93
H -2.62 1.62 4.87
C -8.00 1.99 -2.63
Cl -9.48 1.04 -2.74
Cl -6.86 1.25 -1.50
Cl -7.26 2.18 -4.22
H -8.26 2.97 -2.26
C 6.75 0.39 -0.13
Cl 8.25 0.20 -1.05
Cl 5.55 1.27 -1.09
Cl 6.13 -1.19 0.37
H 6.96 0.97 0.76
C 5.20 6.56 3.82
Cl 6.62 6.12 2.87
Cl 4.16 7.67 2.92
Cl 4.30 5.12 4.32
H 5.54 7.07 4.72
C 0.52 -10.99 7.58
Cl -0.48 -10.62 8.98
Cl 0.55 -9.63 6.45
Cl 2.15 -11.44 8.07
H 0.07 -11.83 7.07
C 6.70 -0.46 -4.49
Cl 5.82 0.56 -5.64
Cl 5.62 -1.62 -3.71
Cl 8.02 -1.32 -5.29
H 7.12 0.17 -3.72
C -11.76 1.78 1.09
Cl -10.27 1.55 0.17
Cl -12.91 2.77 0.19
Cl -12.47 0.22 1.50
H -11.52 2.29 2.01
C -3.15 9.79 -2.16
Cl -4.65 8.86 -2.26
Cl -2.03 9.03 -1.03
Cl -2.41 9.95 -3.75
H -3.39 10.78 -1.80
C 2.87 -11.93 0.30
Cl 4.00 -12.75 -0.78
Cl 3.04 -10.18 0.18
Cl 1.21 -12.41 -0.06
H 3.09 -12.22 1.31
C 10.08 2.63 -4.60
Cl 11.25 1.87 -5.68
Cl 10.21 4.39 -4.66
Cl 8.44 2.11 -5.01
H 10.29 2.31 -3.59
C 10.44 -1.17 -8.08
Cl 12.09 -0.57 -7.93
Cl 9.89 -1.05 -9.75
Cl 10.32 -2.82 -7.49
H 9.80 -0.54 -7.47
C -12.14 -0.01 5.76
Cl -13.09 0.32 7.21
Cl -12.08 1.41 4.72
Cl -10.51 -0.54 6.19
H -12.62 -0.81 5.22
C 9.48 9.30 2.21
Cl 10.04 7.75 1.56
Cl 7.73 9.25 2.48
Cl 10.33 9.69 3.71
H 9.69 10.07 1.49
C 5.05 9.10 -1.53
Cl 3.52 8.68 -0.77
Cl 4.96 10.69 -2.30
Cl 6.37 9.06 -0.35
H 5.26 8.36 -2.29
C 2.98 -6.94 9.07
Cl 4.41 -7.65 8.31
Cl 1.93 -6.22 7.85
Cl 2.11 -8.15 10.01
H 3.30 -6.16 9.75
C 1.56 0.60 -6.62
Cl 0.12 -0.43 -6.69
Cl 2.73 -0.05 -5.47
Cl 2.28 0.77 -8.22
H 1.26 1.58 -6.28
C -5.35 13.20 -3.55
Cl -4.13 13.38 -2.28
Cl -5.63 11.50 -3.93
Cl -6.85 13.99 -3.07
H -4.98 13.69 -4.44
*
```


[2]
Entry from the OMol25 dataset: a 6-piece molecular cluster, C33H32BrCl2F15O12 overall (ωB97M-V/def2-TZVPD).

The calculation puts the LUMO energy at -1.28 eV. As for the HOMO energy: -0.347 Eh. Its SMILES is C/C(Cl)=C(/Cl)c1ccc2c(c1)C(=O)C=C(Br)C2=O.CCOC(=O)C(F)(F)F.CCOC(=O)C(F)(F)F.CCOC(=O)C(F)(F)F.CCOC(=O)C(F)(F)F.CCOC(=O)C(F)(F)F. The total energy is -7172.0335 a.u.

```
! wB97M-V def2-TZVPD RIJCOSX def2/J DEFGRID3
* xyz 0 1
C 6.25 5.59 2.09
C 7.17 5.39 0.92
Cl 8.83 5.73 1.24
C 6.76 5.00 -0.28
Cl 7.86 4.79 -1.59
C 5.32 4.75 -0.53
C 4.82 3.45 -0.56
C 3.46 3.23 -0.76
C 2.62 4.32 -0.92
C 3.11 5.62 -0.91
C 4.47 5.85 -0.72
C 2.15 6.74 -1.12
O 2.42 7.73 -1.74
C 0.80 6.50 -0.53
C 0.35 5.25 -0.50
Br -1.31 4.78 0.25
C 1.16 4.15 -1.09
O 0.66 3.22 -1.67
H 6.83 5.71 3.00
H 5.58 4.74 2.22
H 5.63 6.48 1.97
H 5.49 2.62 -0.43
H 3.02 2.25 -0.80
H 4.87 6.85 -0.71
H 0.23 7.32 -0.12
C 3.95 -0.78 -5.99
C 4.94 -0.17 -5.03
O 4.33 0.14 -3.76
C 4.20 -0.86 -2.92
O 4.54 -2.00 -3.08
C 3.57 -0.35 -1.61
F 2.52 0.45 -1.85
F 4.45 0.34 -0.88
F 3.14 -1.36 -0.85
H 3.08 -0.12 -6.11
H 4.41 -0.93 -6.96
H 3.59 -1.74 -5.62
H 5.31 0.78 -5.41
H 5.80 -0.82 -4.87
C -0.51 -0.05 -1.28
C -1.70 0.23 -0.38
O -2.94 0.04 -1.09
C -3.37 -1.20 -1.19
O -2.84 -2.19 -0.77
C -4.73 -1.24 -1.91
F -4.75 -0.46 -2.99
F -5.70 -0.82 -1.08
F -5.00 -2.49 -2.28
H -0.56 0.56 -2.18
H 0.41 0.17 -0.75
H -0.49 -1.10 -1.59
H -1.69 1.27 -0.07
H -1.68 -0.39 0.51
C -5.17 -5.91 -1.94
C -6.04 -5.22 -0.91
O -6.71 -6.18 -0.06
C -5.99 -6.67 0.94
O -4.86 -6.39 1.21
C -6.85 -7.64 1.77
F -7.54 -8.47 0.98
F -7.72 -6.95 2.52
F -6.09 -8.36 2.58
H -5.76 -6.63 -2.51
H -4.74 -5.18 -2.62
H -4.36 -6.46 -1.46
H -6.84 -4.66 -1.40
H -5.47 -4.52 -0.30
C -2.67 5.82 6.68
C -1.86 4.60 6.31
O -2.55 3.80 5.32
C -2.42 4.20 4.06
O -1.80 5.15 3.67
C -3.17 3.23 3.14
F -4.38 2.93 3.63
F -2.49 2.08 3.01
F -3.34 3.75 1.92
H -3.67 5.54 7.00
H -2.18 6.37 7.48
H -2.77 6.49 5.82
H -1.75 3.94 7.17
H -0.87 4.86 5.95
C -1.59 -4.77 0.47
C -0.11 -4.83 0.80
O 0.33 -6.19 1.00
C 0.59 -6.88 -0.09
O 0.51 -6.50 -1.23
C 1.09 -8.29 0.29
F 0.33 -8.83 1.25
F 2.34 -8.22 0.75
F 1.07 -9.10 -0.76
H -2.17 -5.27 1.24
H -1.92 -3.73 0.39
H -1.80 -5.26 -0.48
H 0.09 -4.32 1.74
H 0.49 -4.36 0.02
*
```


The calculation returns the following HOMO-LUMO gap values, one per record and in order: 9.59; 8.16 eV.